Record 1
Here is C56H57N6O2P2PtSSi2 as an isolated structure at a distorted geometry from OMol25. Energies are from ωB97M-V with the def2-TZVPD basis set.

HOMO level = -4.0 eV
net charge = -1
energy above the lowest of the compared OMol25 structures with the same formula, charge and spin = 152.7 kJ/mol

Positions of all 127 atoms, in Å:
Pt -0.026 -0.235 0.883
C 0.089 3.094 3.186
Si -0.266 3.091 1.353
C 1.245 3.421 0.341
C -1.448 4.514 1.053
N -0.959 1.604 0.804
P -2.450 0.984 0.944
C -2.251 -0.667 0.631
P -2.134 -1.194 -1.013
N -0.627 -1.195 -1.507
Si 0.392 -2.033 -2.552
C 0.673 -3.824 -2.029
C -0.090 -2.070 -4.372
C 2.056 -1.159 -2.500
C -2.878 -2.890 -1.042
C -3.480 -3.423 0.095
C -4.031 -4.703 0.076
C -3.989 -5.463 -1.083
C -3.393 -4.941 -2.227
C -2.850 -3.666 -2.203
C -3.111 -0.437 -2.385
C -4.482 -0.643 -2.539
C -5.165 -0.096 -3.617
C -4.482 0.659 -4.562
C -3.121 0.881 -4.413
C -2.444 0.346 -3.324
C -3.678 1.885 -0.054
C -3.282 2.681 -1.122
C -4.232 3.319 -1.912
C -5.583 3.153 -1.650
C -5.990 2.342 -0.597
C -5.042 1.711 0.192
C -3.089 1.198 2.647
C -2.767 0.214 3.584
C -3.150 0.357 4.910
C -3.867 1.477 5.315
C -4.188 2.462 4.392
C -3.792 2.325 3.067
H -0.191 4.044 3.651
H 1.150 2.925 3.388
H -0.474 2.296 3.683
H 1.602 4.448 0.477
H 1.004 3.276 -0.717
H 2.064 2.743 0.592
H -1.007 5.419 1.486
H -2.417 4.358 1.534
H -1.630 4.698 -0.008
H -0.243 -4.273 -1.632
H 1.439 -3.875 -1.245
H 1.018 -4.437 -2.870
H -0.986 -2.660 -4.584
H 0.731 -2.502 -4.958
H -0.268 -1.057 -4.745
H 2.125 -0.566 -1.584
H 2.174 -0.477 -3.348
H 2.898 -1.861 -2.524
H -3.500 -2.807 0.988
H -4.500 -5.102 0.968
H -4.422 -6.456 -1.101
H -3.351 -5.530 -3.135
H -2.393 -3.262 -3.099
H -5.016 -1.246 -1.813
H -6.230 -0.264 -3.724
H -5.013 1.076 -5.410
H -2.585 1.476 -5.143
H -1.381 0.511 -3.189
H -2.224 2.790 -1.329
H -3.913 3.935 -2.744
H -6.321 3.646 -2.272
H -7.045 2.200 -0.395
H -5.360 1.077 1.012
H -2.195 -0.646 3.257
H -2.884 -0.408 5.629
H -4.169 1.585 6.350
H -4.739 3.342 4.702
H -4.042 3.103 2.357
S 2.492 -5.994 2.688
C 1.819 -4.434 2.133
C 2.659 -3.412 1.728
C 2.098 -2.264 1.195
N 0.778 -2.114 1.052
C -0.032 -3.090 1.470
C 0.453 -4.267 2.023
C 3.060 -6.585 1.100
C 2.174 -6.796 0.056
C 2.682 -7.199 -1.171
N 3.978 -7.410 -1.401
C 4.814 -7.214 -0.384
C 4.408 -6.799 0.878
H 3.734 -3.504 1.809
H 2.710 -1.442 0.845
H -1.089 -2.913 1.326
H -0.234 -5.037 2.347
H 1.112 -6.632 0.185
H 2.012 -7.356 -2.008
H 5.866 -7.383 -0.588
H 5.129 -6.641 1.670
O 3.445 1.218 1.254
C 2.798 0.921 2.244
N 3.265 1.086 3.535
C 2.403 0.449 4.499
C 1.241 0.018 3.559
O 0.266 -0.565 3.984
N 1.533 0.368 2.271
C 1.901 1.403 5.592
C 0.823 1.048 6.401
C 0.365 1.917 7.380
C 0.992 3.141 7.585
C 2.080 3.488 6.799
C 2.528 2.623 5.805
C 3.097 -0.760 5.148
C 4.301 -0.540 5.818
C 4.993 -1.585 6.408
C 4.484 -2.879 6.346
C 3.282 -3.105 5.695
C 2.588 -2.053 5.101
H 4.249 1.233 3.676
H 0.328 0.101 6.233
H -0.493 1.639 7.981
H 0.631 3.818 8.349
H 2.577 4.439 6.946
H 3.355 2.919 5.171
H 4.695 0.469 5.895
H 5.927 -1.392 6.921
H 5.021 -3.700 6.805
H 2.877 -4.109 5.641
H 1.643 -2.236 4.607

=====

Record 2
Here is C56H61BCl2F10I2N4O6PS as an isolated structure at a distorted geometry from OMol25. Energies are from ωB97M-V with the def2-TZVPD basis set.

HOMO level = -10.0 eV
net charge = +1

Positions of all 144 atoms, in Å:
C 5.766 -3.020 -0.561
C 4.579 -3.500 -0.911
C 3.146 -3.821 -1.528
C 2.193 -2.556 -1.956
B 2.363 -1.783 -0.525
O 3.275 -0.759 -0.117
O 1.458 -2.251 0.545
N 0.767 -2.970 -2.015
C 0.358 -4.358 -1.966
C -1.107 -4.785 -2.512
O -1.152 -5.231 -3.729
N -2.326 -4.878 -1.738
C -2.381 -5.867 -0.657
C -3.580 -4.442 -2.351
C -0.112 -1.968 -2.573
N -1.211 -1.692 -1.820
C -1.537 -2.182 -0.456
Cl -2.482 -0.631 -2.375
N 0.240 -1.300 -3.841
P -0.736 -1.539 -5.162
O -1.864 -2.567 -4.741
O -1.706 -0.184 -5.683
O -0.225 -2.252 -6.620
C 1.595 -0.562 -3.810
C 1.354 0.615 -2.746
I -0.450 1.916 -3.243
C 2.222 1.910 -2.391
C 3.742 1.898 -1.873
I 1.849 3.673 -3.766
C 2.013 0.091 -5.205
F 0.989 0.941 -5.832
F 2.207 -0.808 -6.352
C 3.325 0.969 -5.394
F 4.467 0.268 -5.996
F 3.102 2.016 -6.407
C 2.588 -1.809 -3.336
S 4.307 -1.170 -3.146
C 2.588 -3.053 -4.402
C 3.871 -3.661 -5.080
C 5.073 -4.304 -4.192
Cl 4.624 -2.758 -6.542
H 6.647 -2.700 0.121
H 2.622 -4.257 -0.570
H 3.142 -4.698 -2.259
H 2.715 -0.023 0.265
H 1.630 -1.718 1.356
H 1.031 -5.168 -2.471
H 0.351 -4.694 -0.841
H -2.528 -6.969 -0.948
H -1.386 -5.796 -0.051
H -3.214 -5.575 0.095
H -3.519 -3.856 -3.337
H -4.130 -3.737 -1.597
H -4.300 -5.324 -2.534
H -1.157 -3.205 -0.142
H -1.074 -1.414 0.295
H -2.678 -2.167 -0.212
H -2.659 -0.382 -5.523
H -1.008 -2.656 -7.088
H 0.918 0.277 -1.708
H 1.672 2.388 -1.453
H 3.869 1.601 -0.751
H 4.546 1.480 -2.558
H 4.012 3.042 -1.830
H 3.784 1.525 -4.527
H 5.126 -1.382 -4.229
H 1.813 -2.869 -5.262
H 2.068 -4.018 -3.981
H 3.485 -4.623 -5.647
H 5.818 -4.725 -4.991
H 4.744 -5.260 -3.608
H 5.684 -3.568 -3.573
F -4.416 -3.559 1.228
C -5.521 -4.085 1.787
C -6.386 -3.260 2.490
C -7.532 -3.803 3.065
C -7.793 -5.166 2.940
C -6.914 -5.986 2.236
C -5.774 -5.442 1.652
H -6.163 -2.204 2.584
H -8.220 -3.165 3.610
H -8.685 -5.590 3.392
H -7.117 -7.048 2.143
H -5.084 -6.064 1.093
F -6.734 -1.839 5.191
C -5.572 -2.016 5.837
C -5.363 -3.185 6.555
C -4.155 -3.372 7.221
C -3.174 -2.383 7.171
C -3.396 -1.212 6.451
C -4.599 -1.029 5.775
H -6.141 -3.939 6.589
H -3.979 -4.286 7.779
H -2.233 -2.528 7.694
H -2.632 -0.441 6.416
H -4.785 -0.128 5.203
F 3.230 10.422 -5.303
C 3.583 9.196 -5.716
C 3.282 8.098 -4.924
C 3.643 6.825 -5.355
C 4.312 6.666 -6.568
C 4.614 7.776 -7.352
C 4.242 9.048 -6.927
H 2.769 8.242 -3.980
H 3.406 5.957 -4.747
H 4.598 5.672 -6.901
H 5.138 7.651 -8.294
H 4.461 9.923 -7.529
F 8.030 -1.601 0.731
C 9.348 -1.851 0.612
C 10.251 -0.803 0.705
C 11.614 -1.062 0.588
C 12.056 -2.365 0.367
C 11.140 -3.409 0.270
C 9.778 -3.152 0.399
H 9.888 0.205 0.869
H 12.330 -0.250 0.667
H 13.119 -2.566 0.271
H 11.486 -4.423 0.094
H 9.052 -3.954 0.335
F -6.115 1.512 4.265
C -5.855 2.549 5.078
C -4.547 2.985 5.229
C -4.277 4.063 6.068
C -5.318 4.686 6.754
C -6.627 4.236 6.599
C -6.899 3.166 5.752
H -3.749 2.483 4.693
H -3.258 4.417 6.187
H -5.107 5.523 7.412
H -7.436 4.720 7.138
H -7.913 2.809 5.612
F -4.555 7.275 7.586
C -5.069 8.513 7.683
C -4.374 9.584 7.143
C -4.909 10.865 7.238
C -6.130 11.061 7.883
C -6.817 9.979 8.425
C -6.287 8.696 8.320
H -3.422 9.413 6.653
H -4.377 11.710 6.813
H -6.545 12.062 7.961
H -7.765 10.134 8.930
H -6.813 7.841 8.729

=====

Taking the records one at a time from the top gives E_tot values of -4426.65281 -6119.12003 hartree.
Taking the records one at a time from the top gives molar mass values of 1191.38 1474.67 Da.